Entry 1:
Below is 7 unconnected molecules or ions with the total composition C12H37O7 at a distorted geometry, with properties calculated with ωB97M-V with the def2-TZVPD basis set.

Positions of all 56 atoms, in Å:
O1 6.97758 15.47491 -1.93314
H1 6.92340 14.54967 -1.71148
C1 10.00537 11.70328 -3.18044
C2 8.93580 12.78892 -3.19126
O2 9.12834 13.61554 -2.06522
H2 10.03985 11.15281 -4.12242
H3 9.74263 10.98735 -2.39700
H4 10.98802 12.12688 -2.97963
H5 7.92860 12.36071 -3.17206
H6 9.05384 13.33622 -4.13556
H7 8.33897 14.24749 -2.04638
C3 6.95238 20.69899 -3.62774
C4 7.42484 20.38261 -2.20135
O3 6.90037 19.12938 -1.81746
H8 5.86610 20.68652 -3.69851
H9 7.33052 19.88968 -4.25544
H10 7.32940 21.65486 -4.00528
H11 7.02084 21.12122 -1.50290
H12 8.51762 20.41091 -2.11829
H13 7.28338 18.46797 -2.43154
C5 3.59752 13.40652 -4.77063
C6 4.46034 13.88962 -3.63040
O4 5.71344 14.33889 -4.11499
H14 3.85096 12.40617 -5.13768
H15 3.70484 14.03140 -5.66098
H16 2.52985 13.43851 -4.54002
H17 4.52579 13.21043 -2.77736
H18 3.96789 14.80294 -3.26262
H19 6.15299 14.78281 -3.33253
C7 11.08416 15.05079 2.13186
C8 10.27872 13.98792 1.40294
O5 9.34623 14.61320 0.54968
H20 10.52400 15.91858 2.47084
H21 11.92490 15.40458 1.53077
H22 11.56025 14.57046 2.99690
H23 9.76051 13.33601 2.11478
H24 10.95298 13.38466 0.78458
H25 9.33660 14.23348 -0.34594
C9 5.75228 11.85138 0.82072
C10 5.36750 12.99312 -0.11055
O6 5.17908 14.15911 0.68763
H26 5.23615 11.84248 1.78106
H27 6.81290 11.90572 1.09278
H28 5.70684 10.87402 0.32662
H29 4.39874 12.75542 -0.55980
H30 6.14574 13.10796 -0.85323
H31 4.41651 14.00704 1.24988
C11 9.27999 17.80453 -5.58728
C12 8.87202 16.72940 -4.60372
O7 8.01074 17.26819 -3.61280
H32 9.94110 18.54595 -5.13816
H33 8.44648 18.23089 -6.13958
H34 9.89733 17.29156 -6.33724
H35 9.70505 16.18758 -4.14311
H36 8.29290 15.96622 -5.14233
H37 7.66248 16.48167 -3.10533

Energy in eV: -27375.90204
ΔE to the lowest compared entry with this formula, charge and spin in eV: 0.558
Total charge: -1
Max |F| in hartree/bohr: 0.04150
Gap between HOMO and LUMO in eV: 8.26

Entry 2:
Below is a molecular structure, C12H38AsF6N10O6 at a distorted geometry, with properties calculated with ωB97M-V with the def2-TZVPD basis set.

Positions of all 73 atoms, in Å:
As1 -3.64958 2.46382 -16.60538
F1 -2.21915 3.47591 -16.77244
F2 -3.74734 2.73273 -14.88632
F3 -5.09241 1.45997 -16.57066
F4 -3.60350 2.17636 -18.31505
F5 -2.63340 1.11646 -16.20789
F6 -4.57212 3.94882 -16.82472
C1 -5.16141 0.99610 -10.41405
C2 -3.82619 1.65519 -10.93336
C3 -2.76955 1.39750 -9.86900
O1 -3.10184 1.73263 -8.52422
C4 -3.12971 3.09264 -8.24565
N1 -3.45604 0.99406 -12.17444
H1 -5.85867 1.05756 -11.25191
H2 -5.54094 1.51058 -9.53242
H3 -4.99861 -0.06584 -10.22477
H4 -4.06449 2.70667 -11.07763
H5 -1.90908 1.99210 -10.20748
H6 -2.41161 0.37375 -9.78950
H7 -3.67022 3.36439 -7.33445
H8 -3.71829 3.65628 -8.98460
H9 -2.12632 3.52755 -8.17076
H10 -4.13976 1.17719 -12.90622
H11 -3.60472 -0.01162 -12.10764
C5 -7.79104 3.81842 -16.41044
C6 -8.21202 3.56012 -14.93347
C7 -9.47790 2.71164 -14.81880
O2 -9.94051 2.82916 -13.48628
C8 -10.90777 1.84218 -13.18949
N2 -7.06082 2.98274 -14.26406
H12 -7.08930 4.62846 -16.59057
H13 -8.64966 4.11041 -17.02780
H14 -7.34894 2.90563 -16.80917
H15 -8.45433 4.52710 -14.48592
H16 -9.27847 1.66477 -15.09170
H17 -10.20030 2.95127 -15.60970
H18 -11.80944 2.03561 -13.78582
H19 -11.20987 2.09772 -12.17074
H20 -10.55549 0.81443 -13.28875
H21 -6.88813 1.99631 -14.41065
H22 -6.19058 3.40996 -14.55795
C9 -6.10166 3.70030 -20.75714
O3 -6.65916 2.58905 -20.89544
N3 -6.63427 4.76981 -21.37500
N4 -4.81781 3.84010 -20.32721
H23 -6.17245 5.66311 -21.31860
H24 -7.51278 4.77313 -21.85177
H25 -4.32375 4.67604 -20.56901
H26 -4.50102 3.16112 -19.65124
C10 -5.07082 -0.33195 -21.61314
O4 -5.00845 -1.53602 -21.89742
N5 -5.15295 0.05506 -20.30852
N6 -4.97220 0.63723 -22.53533
H27 -5.16639 0.99522 -19.96874
H28 -4.99178 -0.67904 -19.64524
H29 -5.18953 1.58951 -22.29396
H30 -4.99021 0.28564 -23.47516
C11 -5.60255 7.48247 -15.24190
O5 -5.28725 8.11095 -16.25966
N7 -5.56388 6.13658 -15.08418
N8 -6.21672 8.15029 -14.22058
H31 -5.28284 5.67258 -15.93648
H32 -6.04662 5.78593 -14.28275
H33 -6.20430 7.72098 -13.31131
H34 -6.39788 9.13295 -14.26799
C12 -1.43637 6.91057 -16.87772
O6 -0.96687 8.04790 -16.96024
N9 -0.68141 5.85083 -16.47835
N10 -2.76588 6.60939 -17.01932
H35 0.30394 5.90371 -16.31848
H36 -1.09523 4.92763 -16.43819
H37 -3.32360 7.35842 -17.40404
H38 -2.90918 5.70791 -17.45375

Energy in eV: -117399.21313
Total charge: -1
Max |F| in hartree/bohr: 0.06905
Gap between HOMO and LUMO in eV: 9.12